1.
A cluster of 14 separate species, C6H39NO14 in total in a non-equilibrium geometry, computed with ωB97M-V with the def2-TZVPD basis set.

Element x y z (Å)
O 0.18721 3.57045 0.03480
C -0.62830 3.05373 0.77423
N -1.58376 2.19703 0.29080
C -1.58343 1.78107 -1.11837
C -0.36504 0.83888 -1.41300
C -0.42699 0.32622 -2.85335
C -0.23579 -0.30650 -0.41016
C -2.94066 1.11246 -1.41300
H -0.61589 3.32823 1.84233
H -2.18037 1.61536 0.90098
H -1.43084 2.65011 -1.72003
H 0.52623 1.44428 -1.32127
H 0.45794 -0.30179 -3.07823
H -1.31172 -0.31911 -3.04607
H -0.43156 1.11809 -3.59680
H -1.14481 -0.66900 -0.03427
H 0.36186 0.02097 0.43026
H 0.25343 -1.16953 -0.83753
H -3.10272 0.22229 -0.76123
H -3.73550 1.74795 -1.20030
H -3.08685 0.80161 -2.44399
H 2.44156 1.48175 1.65747
H 1.41136 0.44756 2.21427
O 2.32764 0.55355 1.91715
H 0.00023 -3.02866 2.72938
H -0.44350 -3.00242 1.28643
O -0.62172 -2.58481 2.14420
H 0.61776 -3.43071 -0.48469
H -0.93151 -3.32809 -0.67315
O -0.23728 -3.73179 -0.15189
H 4.16188 -0.58355 0.00727
H 2.81813 -0.09344 0.59180
O 3.25226 -0.43286 -0.27091
H 3.12078 1.02746 -1.19654
H 3.98768 1.99234 -2.11829
O 3.19832 1.91409 -1.56470
H 2.93500 2.75661 -0.03283
H 1.85341 3.36983 0.62501
O 2.66873 2.97226 0.83210
H 2.08705 -3.18798 1.44878
H 2.08045 -2.00293 2.39196
O 1.97098 -2.92917 2.40973
H -3.35329 0.66830 3.01414
H -3.00442 -0.35624 2.03012
O -2.76296 0.49103 2.32252
H -0.28033 -0.97124 2.49033
H -1.06286 0.35400 2.57014
O -0.17078 -0.00788 2.69150
H 0.70894 3.66102 -1.96564
H 1.95092 2.81455 -2.40875
O 1.25275 3.34035 -2.73493
H -2.74585 -2.29417 -0.27923
H -2.18873 -1.59636 -1.47679
O -2.38031 -2.46838 -1.15152
H 2.66709 -3.19670 -1.50048
H 2.56908 -1.94407 -0.57506
O 2.24061 -2.87222 -0.74043
H -3.77602 -2.63117 1.79889
H -2.22523 -2.26026 1.71196
O -3.12029 -1.97243 1.41489

Cartesian forces (eV/Å) of the 2 atoms listed first:
0.446 0.597 -0.509
-1.432 -0.990 -0.500

## Properties
- Frontier orbital gap: 9.800 eV
- LUMO level: 0.04 eV
- Energy above the lowest of the compared OMol25 structures with the same formula, charge and spin: 0.4827 eV
- HOMO: -0.35874 Ha

2.
A structure of composition C12H12F5N3O2Pd, computed with ωB97M-V with the def2-TZVPD basis set.

Element x y z (Å)
Pd 1.01335 -0.29780 -1.26782
C 0.21651 -3.44300 2.87556
O 0.02881 -2.11041 2.33427
C 0.43243 -1.79290 1.14160
O 0.26351 -0.63117 0.73475
N 1.02428 -2.74164 0.36662
N 1.46285 -2.38567 -0.92338
H -0.21529 -3.40574 3.86838
H 1.27890 -3.67330 2.95184
H -0.32136 -4.17336 2.27164
H 1.17871 -3.68732 0.68096
H 0.99141 -2.96010 -1.62014
H 2.46674 -2.53507 -1.01284
F 2.12239 -1.45583 -3.49383
C 1.69879 -0.24798 -3.09141
F 0.66671 0.11214 -3.87019
C 2.87119 0.76313 -3.21997
F 3.45147 0.68645 -4.39292
F 3.76281 0.49308 -2.24211
F 2.39137 2.00609 -3.03063
C 0.27672 2.08487 -0.83567
C -0.80240 2.06092 -0.00818
C -2.12658 1.85163 -0.54310
C -3.20781 1.87023 0.27995
C -3.00968 2.09904 1.66236
C -1.72953 2.30728 2.22446
C -0.64326 2.28731 1.40663
C -4.14559 2.11694 2.52243
N -5.05708 2.12462 3.22390
H 1.26641 2.33434 -0.46263
H 0.13421 1.98925 -1.91436
H -2.24485 1.70673 -1.61030
H -4.21114 1.72417 -0.09528
H -1.63740 2.47803 3.28786
H 0.35238 2.44506 1.80153

Cartesian forces (eV/Å) of the 2 atoms listed first:
-0.091 -0.236 0.097
0.000 -0.058 0.032

## Properties
- Frontier orbital gap (spin up / spin down): 6.878 / 6.878 eV
- LUMO level (spin up / spin down): -10.32 / -10.32 eV
- Energy above the lowest of the compared OMol25 structures with the same formula, charge and spin: 0.3620 eV
- HOMO (spin up / spin down): -0.63188 / -0.63187 Ha
- Charge: +2

3.
An isolated molecule of C4H6N2OS in a non-equilibrium geometry, computed with ωB97M-V with the def2-TZVPD basis set.

Element x y z (Å)
N -1.57608 0.18454 1.53117
C -0.90841 -0.20644 0.44970
C 0.34867 0.25527 0.06972
C 1.04026 1.38404 0.60239
S 0.73012 2.27882 1.94227
C 0.79138 -0.27848 -1.28140
N 0.42129 -1.55362 -1.57781
O 1.46694 0.45088 -2.02131
H -2.53283 -0.02594 1.68813
H -1.25548 1.01226 2.02533
H -1.48268 -0.92167 -0.18664
H 1.90666 1.58799 -0.00748
H 0.79120 -1.95650 -2.42439
H 0.25896 -2.21116 -0.80965

Cartesian forces (eV/Å) of the 2 atoms listed first:
0.336 0.808 0.290
-0.249 -0.089 -0.105

## Properties
- Frontier orbital gap: 8.188 eV
- LUMO level: -0.31 eV
- Energy above the lowest of the compared OMol25 structures with the same formula, charge and spin: 1.1858 eV
- SMILES: N/C=C(\C=S)C(N)=O
- HOMO: -0.31214 Ha

Among the records above, which one has the highest energy above the lowest of the compared OMol25 structures with the same formula, charge and spin?
C4H6N2OS